{"formula": "C35H52AsHoO2P3", "method": "ωB97M-V/def2-TZVPD", "spin_multiplicity": 5, "energy_ha": -5722.32824, "homo_ha": [-0.5388, -0.5388], "total_charge": 3, "orbital_gap_ev": [4.91, 4.98], "s2": 6.005, "species": ["Ho", "P", "P", "P", "H", "C", "C", "H", "C", "C", "C", "C", "C", "C", "C", "C", "C", "H", "H", "H", "H", "H", "H", "H", "H", "H", "H", "H", "H", "H", "H", "H", "H", "H", "H", "H", "H", "H", "H", "H", "H", "H", "H", "H", "H", "H", "C", "C", "C", "C", "C", "C", "O", "H", "H", "H", "H", "H", "H", "O", "As", "C", "C", "C", "C", "C", "C", "C", "C", "C", "C", "C", "C", "C", "C", "C", "C", "C", "C", "H", "H", "H", "H", "H", "H", "H", "H", "H", "H", "H", "H", "H", "H", "H"], "positions_angstrom": [[0.023, 0.395, -0.269], [-2.079, 1.954, 0.905], [-1.108, 0.092, -2.837], [0.546, 3.123, -0.934], [2.630, -0.629, -0.006], [2.506, 0.433, 0.260], [1.864, 0.802, 1.431], [1.533, 0.064, 2.182], [-3.195, 1.006, 1.989], [-3.336, 2.678, -0.231], [-1.693, 3.371, 2.023], [0.047, -0.513, -4.138], [-2.350, -1.244, -2.927], [-1.836, 1.462, -3.817], [1.568, 4.100, 0.230], [-0.629, 4.370, -1.578], [1.689, 3.111, -2.342], [3.188, 1.071, -0.323], [1.867, 1.813, 1.846], [-2.640, 0.596, 2.839], [-3.647, 0.185, 1.425], [-4.003, 1.643, 2.370], [-3.714, 1.873, -0.874], [-2.928, 3.468, -0.870], [-4.172, 3.084, 0.354], [-1.027, 3.008, 2.817], [-2.616, 3.744, 2.489], [-1.193, 4.198, 1.501], [-0.470, -0.791, -5.072], [0.609, -1.384, -3.779], [0.734, 0.320, -4.337], [-2.503, -1.515, -3.979], [-3.297, -0.921, -2.473], [-1.963, -2.115, -2.377], [-2.279, 1.060, -4.739], [-1.067, 2.199, -4.090], [-2.612, 1.971, -3.233], [2.057, 4.912, -0.327], [2.334, 3.452, 0.676], [0.928, 4.519, 1.017], [-0.045, 5.197, -2.008], [-1.259, 4.753, -0.764], [-1.252, 3.919, -2.366], [2.119, 4.110, -2.475], [1.194, 2.789, -3.267], [2.477, 2.395, -2.120], [3.824, 1.510, -4.137], [4.167, 0.930, -5.376], [5.453, 1.154, -5.891], [6.361, 1.927, -5.159], [5.932, 2.658, -4.054], [4.613, 2.533, -3.594], [2.839, 0.950, -3.321], [2.784, -0.025, -3.372], [3.468, 0.264, -5.888], [5.758, 0.714, -6.852], [7.410, 1.967, -5.439], [6.632, 3.315, -3.524], [4.261, 3.146, -2.762], [-0.620, -1.137, 0.970], [-0.821, -2.350, 2.215], [-2.661, -2.376, 2.725], [-3.649, -2.534, 1.742], [-4.993, -2.563, 2.133], [-5.342, -2.416, 3.481], [-4.346, -2.282, 4.452], [-2.998, -2.279, 4.082], [-0.375, -4.051, 1.478], [0.730, -4.197, 0.623], [1.046, -5.477, 0.141], [0.254, -6.582, 0.480], [-0.864, -6.414, 1.303], [-1.189, -5.148, 1.799], [0.240, -1.807, 3.721], [1.399, -2.548, 3.999], [2.259, -2.098, 5.006], [1.963, -0.937, 5.728], [0.771, -0.251, 5.486], [-0.094, -0.666, 4.468], [-3.365, -2.637, 0.690], [-5.765, -2.691, 1.373], [-6.391, -2.411, 3.777], [-4.602, -2.171, 5.505], [-2.208, -2.206, 4.833], [1.331, -3.325, 0.341], [1.912, -5.604, -0.514], [0.508, -7.574, 0.106], [-1.503, -7.259, 1.550], [-2.066, -4.997, 2.431], [1.608, -3.461, 3.431], [3.172, -2.655, 5.199], [2.659, -0.580, 6.485], [0.510, 0.623, 6.076], [-1.011, -0.106, 4.255]]}



{"formula": "C35H52AsP3PdSe", "method": "ωB97M-V/def2-TZVPD", "spin_multiplicity": 5, "energy_ha": -7152.38313, "relative_energy_kcal_mol": 8.8, "homo_ha": [-0.6745, -0.6705], "total_charge": 4, "orbital_gap_ev": [7.53, 3.54], "s2": 6.027, "species": ["Pd", "P", "P", "P", "H", "C", "C", "H", "C", "C", "C", "C", "C", "C", "C", "C", "C", "H", "H", "H", "H", "H", "H", "H", "H", "H", "H", "H", "H", "H", "H", "H", "H", "H", "H", "H", "H", "H", "H", "H", "H", "H", "H", "H", "H", "H", "C", "C", "C", "C", "C", "C", "Se", "H", "H", "H", "H", "H", "H", "C", "C", "C", "C", "C", "C", "As", "C", "C", "C", "C", "C", "C", "C", "C", "C", "C", "C", "C", "H", "H", "H", "H", "H", "H", "H", "H", "H", "H", "H", "H", "H", "H", "H"], "positions_angstrom": [[0.184, 1.590, -0.858], [-1.905, 2.381, 0.120], [-1.354, -0.077, -1.997], [0.040, 2.853, -2.810], [4.060, 2.690, 0.427], [3.597, 3.646, 0.705], [2.314, 3.935, 0.952], [1.441, 3.285, 0.981], [-2.296, 1.646, 1.746], [-3.622, 2.282, -0.587], [-1.981, 4.159, 0.585], [-0.194, -1.317, -2.643], [-2.558, -1.099, -1.080], [-2.408, 0.331, -3.452], [1.040, 4.380, -2.899], [-1.436, 3.548, -3.650], [0.818, 1.815, -4.100], [4.336, 4.448, 0.811], [2.094, 4.965, 1.238], [-1.425, 1.699, 2.408], [-2.544, 0.582, 1.632], [-3.148, 2.205, 2.179], [-3.989, 1.254, -0.664], [-3.666, 2.735, -1.581], [-4.252, 2.854, 0.111], [-1.143, 4.396, 1.251], [-2.950, 4.321, 1.088], [-1.899, 4.778, -0.316], [-0.779, -2.109, -3.126], [0.394, -1.735, -1.819], [0.489, -0.869, -3.371], [-3.238, -1.548, -1.821], [-3.109, -0.518, -0.331], [-2.037, -1.927, -0.576], [-2.911, -0.603, -3.735], [-1.833, 0.679, -4.313], [-3.162, 1.079, -3.178], [0.790, 4.890, -3.851], [2.116, 4.167, -2.847], [0.775, 5.025, -2.051], [-1.031, 4.155, -4.477], [-2.004, 4.183, -2.959], [-2.115, 2.792, -4.051], [1.027, 2.485, -4.943], [0.160, 1.003, -4.421], [1.751, 1.386, -3.716], [3.911, -0.166, -1.738], [3.091, 0.823, -1.211], [3.115, 2.077, -1.785], [3.998, 2.420, -2.817], [4.692, 1.368, -3.451], [4.640, 0.065, -2.916], [3.973, -1.743, -0.738], [5.193, -1.206, -0.026], [2.450, 0.603, -0.350], [2.433, 2.753, -1.308], [4.078, 3.476, -3.115], [5.278, 1.588, -4.350], [5.190, -0.802, -3.312], [2.805, -5.703, 2.445], [2.510, -5.404, 1.114], [1.604, -4.389, 0.794], [0.925, -3.730, 1.834], [1.214, -4.016, 3.169], [2.181, -4.984, 3.466], [-0.364, -2.354, 1.312], [-2.021, -3.322, 1.758], [-2.068, -4.702, 1.519], [-3.275, -5.392, 1.689], [-4.421, -4.731, 2.142], [-4.353, -3.359, 2.409], [-3.164, -2.646, 2.214], [-0.155, -1.245, 2.920], [-0.883, -1.420, 4.095], [-0.668, -0.553, 5.173], [0.248, 0.493, 5.060], [1.006, 0.642, 3.892], [0.831, -0.248, 2.832], [3.531, -6.477, 2.686], [2.997, -5.948, 0.306], [1.416, -4.122, -0.256], [0.681, -3.486, 3.962], [2.434, -5.170, 4.508], [-1.173, -5.234, 1.191], [-3.323, -6.459, 1.488], [-5.360, -5.269, 2.298], [-5.229, -2.822, 2.772], [-3.120, -1.575, 2.425], [-1.604, -2.233, 4.173], [-1.231, -0.705, 6.096], [0.377, 1.193, 5.891], [1.732, 1.453, 3.807], [1.442, -0.160, 1.927]]}